[1]
DFT (the ωB97M-V functional and the def2-TZVPD basis) results for a molecular structure, C23H18AsBCuF4NS2 in a non-equilibrium geometry.

Each line ends with the Mulliken charge.
Cartesian coordinates (Å):
As1 -0.040233 0.255418 0.045096  1.070
Cu1 0.013967 0.145218 -2.466104  -0.356
S1 -2.451433 0.661018 -2.532404  -0.479
S2 2.336467 0.528418 -2.331104  -0.378
F1 -1.199833 -4.024882 -3.007904  -0.410
F2 1.042167 -4.056082 -2.746704  -0.417
F3 -0.062233 -2.055982 -2.830304  0.351
F4 0.138167 -3.357082 -4.699104  -0.397
N1 -0.513233 2.362218 -2.489604  -0.009
C1 -0.174233 1.989918 2.353596  -0.144
C2 -1.133133 1.578618 4.511296  -0.358
C3 -1.464033 0.297918 4.104196  -0.691
C4 0.288667 -2.683782 0.201396  -0.119
C5 -0.677033 4.732718 -2.449804  -0.799
C6 -0.475633 0.693518 1.936596  -0.571
C7 4.145567 -0.107982 -0.443904  -0.685
C8 -1.556733 -4.214982 0.268796  -0.409
C9 0.048567 3.555018 -2.478004  -0.236
C10 -0.193233 -3.979282 0.271696  -0.512
C11 -1.954333 -1.860082 0.107696  -0.533
C12 2.784267 0.118718 -0.715704  0.461
C13 -0.484833 2.428018 3.626196  -0.654
C14 1.872367 0.025918 0.357696  -0.561
C15 -2.438433 -3.150982 0.187096  -0.731
C16 2.349167 -0.262882 1.627796  0.185
C17 -1.856733 2.246618 -2.483704  0.554
C18 3.697567 -0.453482 1.883496  -0.894
C19 -0.585833 -1.610182 0.128696  0.234
C20 4.594967 -0.383382 0.827196  -0.344
C21 -2.668233 3.403018 -2.454504  -0.823
C22 -2.071833 4.638418 -2.434404  -0.039
C23 -1.140733 -0.137982 2.831296  0.262
B1 -0.019633 -3.377582 -3.323304  0.182
H1 1.133167 3.557018 -2.498004  0.385
H2 4.038967 -0.653682 2.893296  0.355
H3 -0.184233 5.695418 -2.435304  0.366
H4 -3.743433 3.294618 -2.449704  0.344
H5 -1.930533 -5.230182 0.292896  0.298
H6 1.647267 -0.343182 2.451796  0.340
H7 -3.504933 -3.334982 0.150796  0.377
H8 0.500667 -4.806482 0.296496  0.313
H9 1.357267 -2.510582 0.171096  0.321
H10 0.331267 2.650418 1.652696  0.373
H11 5.653467 -0.551082 1.003396  0.320
H12 -1.383433 1.917218 5.509596  0.333
H13 4.838067 -0.058782 -1.272704  0.359
H14 -0.227433 3.432718 3.938896  0.361
H15 -1.971433 -0.370882 4.789496  0.375
H16 -2.676633 5.541918 -2.408804  0.332
H17 -1.389133 -1.149682 2.532196  0.306
H18 -2.639233 -1.023882 -0.001404  0.393

Cartesian forces (eV/Å) of the 6 atoms listed first:
0.322 -0.058 0.515
0.206 0.220 -0.206
-0.373 -0.708 -0.173
-0.314 -0.097 -0.525
-0.895 -0.389 0.275
0.741 -0.359 0.441

Values from the calculation:
F_max in eV Å⁻¹: 1.01
2S+1: 1
Net charge: -2
Total energy in eV: -164337.3719
Gap between HOMO and LUMO in eV: 5.77
HOMO in eV: -1.154
LUMO level in eV: 4.618

---

[2]
DFT (the ωB97M-V functional and the def2-TZVPD basis) results for C4H4OS in the gas phase in a non-equilibrium geometry.

Each line ends with the Mulliken charge.
Cartesian coordinates (Å):
S1 0.779668 -1.239504 -0.063386  -0.108
O1 2.083390 1.027777 -0.216155  -0.464
C1 -1.609349 0.022820 0.090212  -0.502
C2 -2.611079 0.042441 -0.566667  0.070
C3 2.163148 -0.151610 -0.382648  0.112
C4 -0.267490 0.057061 0.676336  -0.426
H1 0.222872 0.997234 0.418977  0.283
H2 3.054725 -0.720575 -0.660323  0.331
H3 -0.276348 -0.037968 1.808366  0.315
H4 -3.539538 0.002326 -1.104715  0.388

Cartesian forces (eV/Å) of the 6 atoms listed first:
0.269 0.365 0.215
0.912 0.438 -0.296
0.441 0.147 -0.123
-0.541 -0.185 0.004
-0.882 -0.638 0.516
-0.647 -0.291 1.081

Values from the calculation:
SMILES: C#CCSC=O
F_max in eV Å⁻¹: 1.41
2S+1: 1
Net charge: 0
ΔE to the lowest compared entry with this formula, charge and spin in kJ/mol: 194.2
Total energy in eV: -17093.1324
Gap between HOMO and LUMO in eV: 10.47
HOMO in eV: -9.705
LUMO level in eV: 0.764

---

[3]
DFT (the ωB97M-V functional and the def2-TZVPD basis) results for C5H11N in the gas phase.

Each line ends with the Mulliken charge.
Cartesian coordinates (Å):
N1 0.265672 0.635022 0.321051  -0.316
C1 -0.783153 0.294600 -0.614337  0.358
C2 0.607226 -0.283783 1.391225  -0.340
C3 -0.980935 1.367711 0.391360  -0.613
C4 -0.458567 0.592697 -2.058283  -1.361
C5 1.205334 -1.573734 0.839738  -1.165
H1 -1.356450 -0.616200 -0.412003  0.399
H2 -1.667508 1.157639 1.217238  0.279
H3 0.086019 1.541120 -2.142715  0.314
H4 1.346889 0.233733 2.012613  0.352
H5 0.187647 -0.187354 -2.474066  0.286
H6 -0.262161 -0.513857 2.031760  0.243
H7 -1.359333 0.653480 -2.674672  0.342
H8 1.908660 -1.347794 0.032083  0.303
H9 0.428826 -2.237027 0.444257  0.295
H10 1.745039 -2.121245 1.617857  0.378
H11 -0.913204 2.404991 0.076895  0.246

Cartesian forces (eV/Å) of the 6 atoms listed first:
0.144 -0.031 0.023
-0.016 -0.154 -0.135
0.027 -0.110 0.152
-0.098 0.276 0.027
-0.044 -0.013 -0.083
0.017 -0.030 -0.019

Values from the calculation:
SMILES: CCN1C[C@H]1C
F_max in eV Å⁻¹: 0.29
2S+1: 1
Net charge: 0
ΔE to the lowest compared entry with this formula, charge and spin in kJ/mol: 112.1
Total energy in eV: -6852.3668
Gap between HOMO and LUMO in eV: 10.24
HOMO in eV: -8.969
LUMO level in eV: 1.269

---

[4]
DFT (the ωB97M-V functional and the def2-TZVPD basis) results for a molecular structure, BrH10O5 in a non-equilibrium geometry.

Each line ends with the Mulliken charge.
Cartesian coordinates (Å):
Br1 53.090000 19.457000 9.712000  -0.883
O1 51.774000 16.894000 11.260000  -0.624
O2 50.377000 20.515000 7.788000  -0.615
O3 55.635000 21.247000 9.180000  -0.647
O4 54.332000 18.866000 12.366000  -0.619
O5 52.726000 22.050000 11.697000  -0.598
H1 51.141000 20.619000 7.296000  0.311
H2 50.931000 19.935000 8.338000  0.275
H3 51.272000 16.452000 10.527000  0.284
H4 54.027000 18.873000 11.349000  0.247
H5 54.982000 20.695000 9.589000  0.286
H6 53.336000 22.453000 11.117000  0.299
H7 52.209000 17.711000 10.887000  0.342
H8 52.460000 21.186000 11.426000  0.348
H9 55.329000 18.777000 12.340000  0.288
H10 55.505000 21.922000 8.278000  0.305

Cartesian forces (eV/Å) of the 6 atoms listed first:
-0.632 -0.068 -1.041
-0.414 -0.191 -0.960
-1.051 -1.067 1.534
2.781 4.236 -3.842
1.276 -0.359 -1.956
-1.160 1.167 2.205

Values from the calculation:
F_max in eV Å⁻¹: 6.36
2S+1: 1
Net charge: -1
ΔE to the lowest compared entry with this formula, charge and spin in kJ/mol: 192.3
Total energy in eV: -80444.1419
Gap between HOMO and LUMO in eV: 9.20
HOMO in eV: -5.873
LUMO level in eV: 3.327